Below is 31 unconnected molecules or ions with the total composition C19H88BN2O33 at a distorted geometry, with properties calculated with the ωB97M-V functional and the def2-TZVPD basis.

Net charge: +1

Each line ends with the Löwdin charge.
Geometry (Å):
O 0.17691 7.15254 2.39199  -0.057
O -5.10162 1.09891 6.42566  -0.051
O 3.90384 -5.06994 -1.54366  -0.056
O -1.44531 -4.82830 -9.00700  -0.076
O -3.24070 -1.91263 -6.21764  -0.054
O 4.46533 0.34193 3.80869  -0.212
O -0.12746 7.27080 5.23230  -0.058
O 3.24420 7.70768 1.17501  -0.046
O -0.29591 3.69947 -3.11994  -0.054
O -6.72822 2.08897 4.07241  -0.059
O 1.39314 0.85601 8.29578  -0.058
O -4.35346 4.84612 -1.41142  -0.064
O -2.16618 0.20940 -0.21533  0.037
O -1.62614 -7.08219 -4.15482  -0.054
O 3.85293 -4.45057 -5.96678  -0.054
O -1.39732 -9.81919 -2.28776  -0.054
O 0.80004 4.22105 6.51535  -0.052
O -6.76160 2.97185 -2.89957  -0.058
O -0.68511 -3.82164 -6.31497  -0.054
O 2.65329 2.31569 -3.47802  -0.048
O 0.32009 3.75115 9.17041  -0.054
O -4.15551 -5.95503 -8.46369  -0.052
O -5.60642 0.22299 2.08174  -0.068
O 1.05509 6.54038 -1.12445  -0.048
O -4.92392 2.16640 -0.30194  -0.034
O 6.43199 0.31984 -3.48789  -0.077
O -1.75698 -5.13204 -0.33475  -0.057
O -7.88853 -1.86315 2.67845  -0.067
O 0.75143 2.25943 3.92554  0.110
O 1.99373 -3.48915 -3.15012  -0.102
O 0.14127 -5.36789 -2.59961  -0.060
O 1.90683 5.27598 1.40500  -0.085
O 6.27335 2.81757 4.83616  -0.059
N 1.27058 2.09444 0.62181  0.154
N 1.50839 0.35112 2.35371  0.177
C 5.43481 -0.91286 -1.06095  0.083
C 1.94643 0.00581 -0.28416  -0.145
C 1.19052 1.35584 3.15286  -0.137
C 0.44439 0.25295 -0.81139  -0.191
C -1.37969 -1.21338 2.41539  -0.095
C -0.73101 -1.65351 0.99400  -0.123
C 0.07738 -1.53840 -2.83067  -0.179
C 3.63642 1.20237 1.53916  -0.043
C -2.63178 -1.69772 -2.88820  -0.091
C 3.72258 -0.51762 4.71686  -0.253
C -1.22438 -2.00228 -3.66391  -0.171
C 4.19136 -1.20854 -0.72129  -0.087
C -3.78293 -1.60821 -2.23187  0.078
C 2.61844 -1.46026 -0.36492  -0.091
C 4.27339 -0.03739 2.41302  -0.183
C 2.10221 0.89283 1.05665  -0.303
C 0.35021 1.82319 -0.34027  0.140
C 0.07577 0.00991 -2.36579  -0.090
C 4.22583 -2.05431 4.77195  -0.087
B -0.83570 -0.37414 -0.00608  -0.380
H 0.57541 4.55283 8.69312  0.035
H -1.26758 -7.48522 -4.95614  0.053
H -0.07146 -3.08043 -6.40170  0.057
H 1.60991 7.27452 -1.42055  0.053
H -2.41185 -4.77812 -8.98984  0.002
H -0.38608 2.58495 -0.79126  0.174
H -7.49706 2.86797 -2.28172  0.049
H -0.19222 -6.04977 -2.00087  0.047
H -2.08821 -2.05871 2.74217  0.091
H -0.10883 6.34333 4.96146  0.026
H 3.85432 -3.73625 -6.61730  0.040
H 0.83396 7.48667 1.76709  0.008
H -4.50817 -5.97834 -7.56449  0.047
H 0.07339 3.98411 -3.96681  0.054
H 4.13938 -4.18273 -1.24111  0.014
H -1.18354 -4.61597 -8.09998  -0.019
H 2.16129 6.07570 0.92260  -0.024
H 3.71734 -1.03042 2.25900  0.115
H 5.19830 -2.24355 4.19131  0.089
H 1.31456 3.08002 0.98665  0.154
H 1.71758 -4.24723 -2.60887  0.012
H -4.60962 1.66967 7.03072  0.045
H 0.08287 4.32007 -2.48020  0.028
H -1.98352 -0.22533 2.33054  0.082
H 3.88784 -0.07557 5.78471  0.137
H -1.50293 -4.33445 -0.81833  0.008
H -6.21411 0.88595 2.44207  0.006
H -1.16520 -3.16369 -3.74953  0.109
H -3.26938 -2.04809 -5.26247  -0.004
H -0.52755 -1.08260 3.18683  0.069
H 0.80734 0.58297 -3.06427  0.120
H 0.52557 3.46262 7.04914  0.014
H -4.35016 5.56386 -2.05779  0.051
H -4.07671 1.76025 -0.53035  0.028
H 5.34579 -0.20446 1.98184  0.139
H -4.41419 0.61023 5.95418  0.047
H 1.78819 2.69252 -3.69074  0.007
H -0.66736 -10.28842 -1.86323  0.045
H -4.48479 -1.53338 -1.31044  0.073
H -7.32830 -1.12985 2.38685  -0.009
H -0.97040 0.47327 -2.54831  0.130
H 4.42584 -2.32015 5.88704  0.090
H -6.03321 2.49460 -2.47801  0.006
H -7.69300 2.14156 4.09064  0.052
H 3.70688 2.12579 2.22575  0.134
H 2.35171 -3.89423 -3.95268  0.037
H 2.61854 2.17511 -2.52318  0.011
H 3.34841 -2.72369 4.39591  0.085
H -4.13952 -6.88281 -8.73283  0.053
H -2.13346 -9.92524 -1.67082  0.045
H 6.26997 3.53304 4.18743  0.030
H 4.75254 -5.47294 -1.76855  0.046
H -1.27873 -2.53965 0.47816  0.103
H -2.04112 -4.80280 0.52809  0.037
H -8.41073 -1.48693 3.39852  0.032
H 6.84061 -0.29505 -4.11140  0.051
H 0.03677 4.07447 10.03555  0.060
H 1.68620 1.24005 7.45953  0.015
H -2.24156 1.09199 0.21971  0.098
H -4.10467 -1.53628 -6.43055  0.056
H 5.84866 2.08040 4.37438  0.001
H 4.33580 1.36652 0.64234  0.116
H 0.98669 -1.66890 -3.54675  0.120
H -0.55870 -5.27572 -3.26064  0.024
H -5.31402 0.60510 1.24330  0.001
H 6.42737 -0.35119 -1.25212  0.068
H 0.53050 6.91894 -0.40604  0.034
H -0.47680 7.24356 6.13224  0.049
H 0.18316 7.80423 3.10886  0.040
H 3.42604 -5.18523 -6.42761  0.046
H 0.78082 1.51466 8.65393  0.008
H 2.52628 -1.97548 0.65890  0.109
H 2.58396 -0.53510 4.54817  0.099
H -1.21162 -1.60917 -4.74360  0.102
H 5.63444 0.61978 -3.94402  0.043
H 0.35645 -1.98583 1.15920  0.091
H -6.46521 2.29417 4.98041  0.025
H -4.78489 4.11509 -1.87600  0.001
H 1.62646 5.60434 2.27054  0.029
H 0.23290 -2.30333 -1.98797  0.104
H 1.15944 3.82295 5.71145  0.018
H 4.09358 7.30609 0.94732  0.069
H 2.59652 0.62330 -1.03505  0.147
H -1.89964 -7.83760 -3.61538  0.021
H 2.21992 -2.13096 -1.20902  0.098
H 3.47884 8.59512 1.47811  0.070
H -1.53532 -3.45646 -6.60404  0.023
H -4.68319 3.05266 0.00587  0.049

***

Below is a molecular structure, C19H9Cl5NSbSe4TeTi, with properties calculated with the ωB97M-V functional and the def2-TZVPD basis.

Net charge: -2
Energy relative to the best compared isomer or geometry (same formula, charge and spin), kcal per mole: 38.5

Each line ends with the natural charge from an NBO analysis.
Geometry (Å):
Te -0.74538 0.32237 2.83826  0.063
Sb -0.35470 4.08673 1.10903  0.721
Se -0.14226 -0.48674 -1.83344  -0.370
Se -1.50975 5.93205 0.07447  -0.823
Se -0.73525 1.49388 -0.58907  -0.250
Se 1.83320 4.76467 1.88008  -0.801
Ti 0.46668 -0.38366 0.53681  0.918
Cl -2.18446 -5.13179 -0.81483  0.024
Cl -1.95791 -2.91230 1.32585  0.051
Cl 0.31982 -5.95390 -2.47736  0.027
Cl 3.31362 -2.48438 0.32921  0.049
Cl 3.07271 -4.60986 -1.90176  0.025
N 7.33837 2.49604 0.93065  -0.378
C 1.67714 -4.13389 -1.00290  -0.106
C -0.53736 -3.35827 0.43898  0.062
C 2.30818 0.57109 0.63306  -0.446
C 2.98170 1.01660 -0.51316  -0.132
C -0.66660 -4.36288 -0.51843  -0.135
C 0.64572 -2.65670 0.68869  -0.486
C 0.97826 -2.04383 3.93246  -0.243
C 4.26487 1.52707 -0.44144  -0.185
C -0.23191 -1.35754 4.03727  -0.241
C 4.90974 1.60179 0.79189  -0.198
C 4.25778 1.18903 1.94665  -0.149
C 1.24048 -3.15752 4.71772  -0.203
C 2.97052 0.68234 1.85985  -0.205
C 1.74361 -3.14885 -0.02000  -0.045
C -0.89844 -2.92375 5.76587  -0.240
C 0.44953 -4.73619 -1.26398  -0.070
C 6.25459 2.11321 0.86985  0.319
C -1.16069 -1.81533 4.97290  -0.188
C 0.30360 -3.60581 5.63867  -0.245
H 1.72242 -1.72981 3.21220  0.219
H -2.11131 -1.30318 5.06949  0.201
H 2.47307 0.40015 2.77904  0.222
H 0.50591 -4.47959 6.24632  0.196
H 4.77376 1.87117 -1.33269  0.212
H 4.75241 1.28232 2.90478  0.213
H 2.18249 -3.68035 4.60018  0.202
H 2.48837 0.96243 -1.47396  0.218
H -1.64306 -3.26171 6.47776  0.196

***

Orbital gap (eV)
7.549; 5.439